{"formula": "C24H43ClGdP2", "method": "ωB97M-V/def2-TZVPD", "elements": ["Gd", "C", "C", "C", "C", "C", "C", "H", "H", "H", "C", "H", "H", "H", "C", "H", "H", "H", "C", "H", "H", "H", "C", "H", "H", "H", "C", "C", "C", "C", "C", "C", "C", "C", "H", "H", "H", "H", "H", "H", "H", "H", "H", "H", "H", "H", "P", "C", "C", "P", "C", "C", "C", "H", "H", "H", "H", "H", "H", "H", "H", "H", "H", "H", "H", "H", "H", "Cl", "C", "H", "H"], "coordinates": [[1.803, -0.132, -1.113], [-0.416, -0.442, 0.454], [-0.184, -1.651, -0.305], [1.598, -1.353, 1.149], [0.700, -0.254, 1.334], [1.064, -2.220, 0.130], [-1.713, 0.292, 0.564], [-2.230, 0.422, -0.401], [-1.568, 1.298, 0.989], [-2.405, -0.256, 1.230], [0.844, 0.792, 2.387], [0.034, 1.525, 2.335], [1.788, 1.345, 2.302], [0.835, 0.344, 3.392], [2.766, -1.634, 2.025], [2.475, -1.597, 3.086], [3.576, -0.903, 1.898], [3.172, -2.629, 1.823], [1.641, -3.535, -0.297], [1.709, -4.210, 0.573], [2.668, -3.432, -0.701], [1.009, -4.011, -1.065], [-1.195, -2.368, -1.136], [-1.244, -3.430, -0.856], [-0.958, -2.371, -2.213], [-2.200, -1.940, -1.016], [-2.419, 2.694, -2.261], [-3.417, 1.808, -2.397], [-3.409, 0.554, -3.220], [-2.922, 0.648, -4.696], [-1.418, 0.297, -4.937], [-0.655, 0.024, -3.652], [-0.449, 1.114, -2.578], [-1.030, 2.500, -2.808], [-4.443, 0.183, -3.251], [-3.214, 1.594, -5.197], [-2.831, -0.240, -2.718], [-1.010, 2.753, -3.860], [-2.571, 3.649, -1.760], [-4.353, 1.973, -1.845], [-0.364, 3.205, -2.285], [-0.836, 0.695, -1.640], [-1.029, -0.905, -3.203], [0.648, 1.338, -2.385], [-3.492, -0.123, -5.253], [-1.431, -0.677, -5.471], [-0.201, 1.299, -5.942], [-0.245, 3.122, -5.929], [-0.568, 0.800, -7.656], [1.341, -0.440, -3.920], [1.439, 0.850, -5.272], [1.358, -1.947, -4.911], [3.125, -0.290, -3.349], [0.663, 3.505, -5.442], [-1.124, 3.527, -5.423], [-0.277, 3.524, -6.956], [-0.164, 1.528, -8.380], [-1.664, 0.775, -7.809], [-0.177, -0.193, -7.921], [3.671, -0.149, -4.289], [3.491, -1.218, -2.873], [3.380, 0.600, -2.717], [1.931, 1.752, -4.860], [2.095, 0.420, -6.056], [1.892, -2.737, -4.366], [1.907, -1.721, -5.835], [0.345, -2.290, -5.158], [1.928, 2.657, -0.345], [3.228, 1.469, -0.226], [4.030, 1.755, -0.913], [3.554, 1.394, 0.809]], "atomic_forces_ev_per_a": [[-1.472, -0.781, 0.399], [0.961, -1.003, 0.111], [0.430, 0.238, 1.337], [-1.240, -0.186, -0.216], [-0.153, -1.087, -0.636], [-0.738, 0.959, 0.886], [-0.401, 0.248, -0.097], [0.111, -0.069, 0.405], [-0.105, -0.310, -0.173], [0.245, 0.220, -0.213], [0.072, 0.260, 0.244], [0.177, -0.126, 0.068], [-0.120, -0.078, 0.011], [-0.062, 0.074, -0.209], [0.514, 0.006, 0.147], [0.056, -0.042, -0.270], [-0.030, -0.127, 0.057], [0.017, 0.143, 0.081], [0.205, -0.146, -0.041], [-0.004, 0.106, -0.396], [-0.376, -0.163, 0.090], [0.299, 0.113, 0.277], [-0.196, -0.356, -0.547], [-0.108, 0.269, 0.062], [-0.097, -0.103, 0.331], [0.266, -0.102, -0.024], [-0.563, -0.322, -0.403], [0.107, 0.833, 0.435], [-0.015, -0.347, -0.315], [-0.492, 0.178, -0.917], [0.517, 0.012, 1.094], [0.915, -0.386, 0.002], [-0.544, -0.292, -0.325], [-0.121, 0.283, 0.621], [0.284, 0.090, -0.055], [0.104, -0.233, 0.567], [-0.306, 0.234, -0.117], [0.061, 0.050, 0.185], [-0.207, -0.357, 0.234], [0.387, 0.202, -0.361], [-0.247, -0.039, -0.314], [0.274, 0.456, -0.202], [0.198, 0.488, -0.239], [-0.919, -0.178, -0.634], [0.255, 0.392, 0.242], [0.324, 0.563, -0.062], [-0.756, -0.260, -0.183], [-0.130, 0.483, -0.473], [0.250, 0.145, -0.632], [-1.904, -0.279, 2.004], [0.530, 0.192, -0.268], [0.501, -0.282, -0.140], [2.053, 0.330, -2.290], [-0.409, -0.131, -0.065], [0.111, -0.099, -0.159], [0.127, -0.379, 0.303], [-0.024, -0.295, 0.327], [0.460, 0.072, 0.344], [-0.067, 0.270, 0.306], [0.864, 0.005, 0.332], [-0.214, 0.203, -0.116], [-0.237, -0.476, -0.531], [-0.324, -0.298, -0.400], [-0.335, 0.455, 0.269], [-0.211, 0.119, -0.228], [-0.111, -0.407, 0.048], [0.247, 0.111, 0.143], [-0.663, 0.527, -0.250], [1.690, -0.270, 0.164], [0.121, 0.398, 0.458], [0.168, 0.279, -0.083]], "homo_energy_ev": [-8.318, -8.791], "e_above_lowest_kj_mol": 305.5, "s2": 16.20, "charge": 1, "spin_multiplicity": 8, "mol_weight_da": 586.26, "largest_force_ha_per_bohr": 0.0602, "total_energy_ha": -2848.432350}